Record 1
The following is a quantum chemistry calculation of the ion C7H7BrNO3S with charge -1, from the OMol25 dataset.

Values from the calculation:
Total charge: -1
SMILES: O=S(=O)([O-])N(Br)Cc1ccccc1
M: 265.11 g/mol
Highest occupied orbital energy: -5.11 eV
Multiplicity: 1
Energy: -95882.375 eV

CARTESIAN COORDINATES (ANGSTROEM)
C 0.224 -0.919 0.586
H 1.358 2.541 -0.530
H 2.296 -1.151 1.141
O -5.775 -0.746 0.738
H -1.076 1.861 -0.851
S -4.679 -1.240 -0.052
Br -3.803 1.675 0.175
C -2.169 -0.512 -0.273
H -2.262 -1.579 -0.202
H 2.968 1.109 0.312
O -4.776 -0.937 -1.426
H -2.699 -0.379 -1.148
C 1.948 0.673 0.262
H -0.303 -1.741 1.034
C -0.733 -0.116 -0.044
O -4.196 -2.593 0.199
C -0.352 1.165 -0.419
N -3.126 0.031 0.661
C 1.531 -0.572 0.598
C 0.974 1.597 -0.240

---

Record 2
The following is a quantum chemistry calculation of a structure of composition C10H10F3NO2Zr, from the OMol25 dataset.

Values from the calculation:
Total charge: 0
Energy relative to the best compared isomer or geometry (same formula, charge and spin): 0.000 eV
M: 324.41 g/mol
Highest occupied orbital energy: -8.06 eV
Multiplicity: 1
Energy: -25549.301 eV

CARTESIAN COORDINATES (ANGSTROEM)
C -0.379 1.528 -1.679
C 2.261 0.140 -0.043
H 1.165 0.286 -2.748
H 2.615 0.366 0.993
C 2.003 -1.155 -0.459
N 0.129 -1.949 -0.052
F -0.660 2.426 4.119
C 0.166 0.363 -2.308
C -1.337 1.274 3.852
Zr -0.119 -0.040 0.149
F -2.663 1.504 3.898
C 2.515 -2.230 -1.081
H -2.956 -0.655 -1.565
C -1.740 1.195 -1.257
O -1.727 0.688 1.473
H -0.717 -1.658 -2.739
H -2.445 1.905 -0.838
H 1.937 -3.161 -1.274
F -1.004 0.336 4.773
H 0.217 -3.038 -0.069
O 0.385 0.588 2.271
H 0.083 2.512 -1.635
H 2.428 0.949 -0.796
H 3.573 -2.188 -1.461
C -0.882 0.823 2.444
C -0.847 -0.662 -2.303
C -2.003 -0.147 -1.667

---

Record 3
The following is a quantum chemistry calculation of a structure of composition C22H55BeClF7KN5O16P5S, from the OMol25 dataset.

Values from the calculation:
Total charge: 0
M: 1049.19 g/mol
Highest occupied orbital energy: -5.05 eV
Multiplicity: 1
Energy: -169445.139 eV

CARTESIAN COORDINATES (ANGSTROEM)
C 1.162 0.347 -2.640
F -0.113 1.772 6.876
H 0.632 2.311 -0.135
C -1.383 -4.194 7.570
H 7.024 1.788 -8.227
O -2.587 -4.588 8.233
H -0.731 -2.732 6.122
P -0.441 0.468 5.993
H 1.228 -0.505 -3.413
H -6.214 -7.128 7.149
C 4.977 2.052 -8.787
F -5.255 0.834 3.075
O 1.134 5.345 5.660
C 9.734 0.620 -10.042
O 0.657 7.625 5.059
C -1.140 0.256 -1.220
O -3.251 -1.199 1.037
O -3.149 2.953 -3.606
K -2.451 -9.723 10.677
H 6.010 2.542 -6.988
O -4.955 -4.650 7.437
H 10.465 1.259 -9.542
H -0.988 -5.015 6.965
H 3.439 0.737 0.122
H 4.128 1.445 -10.480
Cl 1.933 -2.559 -0.961
H -4.349 -7.409 10.590
F 1.149 0.280 5.829
N 8.167 -0.577 -8.321
H 4.295 4.512 -6.086
H 10.291 -0.100 -10.646
H 0.597 4.621 -6.246
C 5.645 0.002 -10.107
O -3.159 -5.450 6.084
H -3.318 -0.067 -2.738
O -0.665 5.840 4.153
H -1.708 2.429 3.001
H 6.124 0.126 -11.081
H -0.793 0.689 -0.223
N -2.345 3.677 -1.061
H 1.881 5.278 -7.115
C 1.614 2.015 0.375
H 3.989 4.090 -4.387
H 1.781 1.214 -3.094
C 0.530 2.164 2.486
H 3.369 5.624 -5.029
H -0.636 -3.988 8.341
H -2.294 3.442 -3.743
H -3.159 -9.226 9.435
H -1.191 0.827 2.084
H 1.322 -0.743 -0.593
F -1.461 1.597 5.469
F -0.223 0.072 4.455
H -2.122 -7.778 9.464
O -5.365 -1.289 -0.737
H -5.066 -2.229 -0.608
F -0.302 -0.377 7.360
H 2.151 3.010 0.630
H -2.862 4.335 -0.459
H -1.248 2.401 1.145
C -1.050 1.962 2.198
N 4.862 1.193 -9.833
C 3.572 4.577 -5.269
C 8.857 -0.050 -9.078
C -6.055 -5.038 6.631
H 9.167 1.251 -10.730
H -2.480 -3.017 6.094
O 4.224 3.023 -8.705
H 6.409 -0.182 -9.351
Be -1.867 5.371 -4.075
H 0.378 3.899 -8.425
H -1.018 -0.891 -1.149
H -0.907 0.667 -3.399
O -4.961 3.235 -1.533
O -4.126 -6.002 9.148
H 0.678 2.542 -7.309
P -2.998 0.639 -1.509
P -3.347 2.753 -1.903
P -4.255 -0.238 0.045
H 5.859 0.804 -7.290
H -5.721 -5.271 5.616
C -1.604 -2.940 6.742
H -7.752 -6.374 6.715
N 1.482 4.420 -6.730
N -5.079 0.798 0.924
O 1.408 1.351 1.662
H 2.814 -0.739 -1.641
H -6.723 -4.175 6.567
H 4.964 -0.850 -10.148
C -6.804 -6.211 7.234
P -3.638 -5.648 7.527
F -1.694 -0.548 5.976
H -2.964 -8.238 7.984
C -3.056 -8.202 9.074
C 1.115 3.425 -7.775
H 2.012 3.175 -8.344
C 6.038 1.772 -7.760
H -1.774 -2.085 7.394
H -5.168 -7.774 9.073
H -4.943 3.817 -0.740
O 0.925 2.969 3.345
H -0.382 2.054 -2.316
H -7.009 -6.041 8.296
H -2.639 -1.701 0.440
S 0.686 6.235 4.579
H 3.178 1.841 -1.328
O 1.615 6.130 3.445
C -4.248 -7.367 9.499
H -4.826 1.742 0.596
C 2.616 1.186 -0.556
C 1.923 -0.094 -1.302
C -0.318 0.918 -2.430
O 1.812 2.961 -5.086
C 2.304 3.895 -5.655

---

Record 4
The following is a quantum chemistry calculation of a cluster of 2 separate species, C5H10O2 in total, from the OMol25 dataset.

Values from the calculation:
Total charge: 0
Energy relative to the best compared isomer or geometry (same formula, charge and spin): 5.230 eV
M: 102.13 g/mol
Highest occupied orbital energy: -9.24 eV
Multiplicity: 1
Energy: -9437.813 eV

CARTESIAN COORDINATES (ANGSTROEM)
O 0.196 1.376 -0.984
C 1.758 -0.765 0.139
C -1.685 0.670 0.208
H 0.428 -1.164 -1.574
H -1.594 2.174 -0.057
H -0.086 1.879 0.997
H -0.628 -1.414 1.312
H -1.540 -1.827 -0.236
H 1.591 -0.424 1.178
O 2.556 0.115 -0.597
H 2.314 -1.713 0.212
H 1.958 0.854 -0.822
H -2.217 0.419 -0.704
C -0.521 1.507 0.053
H -2.248 0.672 1.141
C -0.701 -1.315 0.228
C 0.420 -1.044 -0.494

---

Record 5
The following is a quantum chemistry calculation of a cluster of 2 separate species, H3N4 in total, from the OMol25 dataset.

Values from the calculation:
Total charge: +1
Energy relative to the best compared isomer or geometry (same formula, charge and spin): 0.000 eV
M: 59.05 g/mol
Highest occupied orbital energy: -18.77 eV
Multiplicity: 1
Energy: -6000.404 eV

CARTESIAN COORDINATES (ANGSTROEM)
N 0.899 -0.845 0.207
H 0.783 1.044 -0.462
H 0.192 -1.169 -0.478
H 1.886 0.664 0.870
N -3.015 -0.057 -0.099
N 1.184 0.329 0.184
N -1.929 0.035 -0.223

---

Record 6
The following is a quantum chemistry calculation of a cluster of 2 separate species, C5H13NO in total, from the OMol25 dataset.

Values from the calculation:
Total charge: 0
SMILES: CCC(N)=O.CC
Energy relative to the best compared isomer or geometry (same formula, charge and spin): 0.553 eV
M: 103.16 g/mol
Highest occupied orbital energy: -9.74 eV
Multiplicity: 1
Energy: -8933.458 eV

CARTESIAN COORDINATES (ANGSTROEM)
H -2.425 -2.331 -0.536
C -1.447 -1.985 -0.217
H 0.166 -0.672 -0.854
H 1.989 2.231 0.287
H -0.770 -2.816 -0.413
H -1.115 -0.730 -2.028
C -0.915 -0.767 -0.947
O -0.887 1.537 -0.188
H -3.344 -0.277 -0.817
H 1.847 1.775 2.029
C 3.123 0.459 0.733
H -3.386 1.422 -0.361
H 1.065 0.837 0.682
H -1.486 -1.839 0.854
H 3.217 -0.341 1.491
H 4.009 1.082 0.631
N -2.896 0.618 -0.714
C 1.924 1.416 1.009
C -1.499 0.562 -0.539
H 2.828 -0.180 -0.102

---

Record 7
The following is a quantum chemistry calculation of the molecule C9H9N5O, from the OMol25 dataset.

Values from the calculation:
Total charge: 0
SMILES: NC(=O)c1[nH]nc2c1CCc1[nH]ncc1-2
Energy relative to the best compared isomer or geometry (same formula, charge and spin): 1.211 eV
M: 203.20 g/mol
Highest occupied orbital energy: -8.31 eV
Multiplicity: 1
Energy: -18976.582 eV

CARTESIAN COORDINATES (ANGSTROEM)
H 2.441 -0.761 3.034
O -3.771 1.857 0.614
H -2.445 1.027 -2.086
H 3.805 -2.134 -0.627
C 0.287 0.024 1.185
N -1.536 0.845 1.975
C -0.532 0.376 0.032
H -0.704 0.001 -2.147
C 2.524 -0.975 1.963
C 0.049 0.192 -1.371
H 0.467 -1.865 -1.652
C 1.559 -0.636 0.984
N 3.166 -1.728 0.060
C -2.838 1.502 -0.084
H -3.968 1.839 -1.765
N -3.022 1.599 -1.462
H 1.724 -0.780 -2.351
N 3.461 -1.699 1.419
H -2.276 1.083 2.656
H 0.561 1.122 -1.606
C -1.662 0.909 0.571
N -0.313 0.326 2.349
C 1.941 -1.149 -0.208
C 1.082 -0.977 -1.480

---

Record 8
The following is a quantum chemistry calculation of a cluster of 10 separate species, C32H64O12 in total, from the OMol25 dataset.

Values from the calculation:
Total charge: 0
SMILES: CCOC(C)=O.CCOC(C)=O.CC(C)=O.CC(C)=O.CC(C)=O.CC(C)=O.CC(C)=O.CC(C)=O.CC(C)=O.CC(C)=O
Energy relative to the best compared isomer or geometry (same formula, charge and spin): 18.548 eV
M: 640.85 g/mol
Highest occupied orbital energy: -9.39 eV
Multiplicity: 1
Energy: -58768.656 eV

CARTESIAN COORDINATES (ANGSTROEM)
C -0.676 0.519 0.412
H -0.207 -3.524 -1.073
H 1.337 3.442 -3.662
C 4.863 1.051 3.816
H -1.170 -3.925 -2.367
H 2.021 5.790 -1.445
H 0.949 3.660 1.931
H -2.894 0.636 0.969
H -2.940 -0.605 -1.652
H -2.896 1.095 -2.137
H -4.362 5.139 5.430
H -3.645 -0.140 -3.111
C 0.100 0.969 4.907
H -2.308 -0.708 -0.268
H -2.640 4.347 5.518
H 6.207 -3.286 -3.081
H 3.336 -0.073 1.798
H 0.722 3.364 0.285
H 5.083 -4.336 -1.937
C 0.725 -4.960 -2.334
H -0.982 -0.921 3.377
H 2.252 -0.071 2.835
O -0.804 -1.229 -3.331
H -0.037 -5.374 -4.311
H -0.170 1.827 5.584
H 5.322 1.720 4.500
H 2.410 4.703 -3.263
H 2.066 2.349 -0.366
O -0.322 1.155 1.454
H -1.142 1.974 -3.696
C 3.631 -2.085 -3.114
H -1.605 0.987 -5.133
H -4.759 -6.274 0.786
H -0.026 1.326 -4.308
H 0.115 -1.193 -0.335
C 1.105 3.987 0.885
H 0.862 6.913 -0.930
H 1.446 -6.164 -4.117
H 2.288 1.101 1.522
O -4.673 5.154 3.018
H -5.420 -3.532 -2.600
O -4.810 -1.570 -0.286
H 2.074 3.924 0.655
C -3.831 -5.818 0.449
C 5.547 -3.258 -2.169
H 2.318 4.082 -0.252
H 5.657 1.115 3.133
C -2.177 0.355 0.135
H 2.689 3.489 -4.480
C 2.759 0.569 2.343
C 2.316 3.818 -3.543
H 0.873 3.483 -0.894
C -5.217 -2.595 -0.883
H -2.841 3.561 1.688
H 0.262 1.045 3.877
O 3.090 2.633 3.863
C 0.447 -5.861 -3.545
H -3.121 -3.989 0.701
C -3.842 4.333 3.630
O 4.485 -2.399 -1.977
C -2.899 3.408 2.887
O -0.954 -0.923 6.179
O 0.064 6.185 1.434
H -6.031 -1.490 -2.642
H -4.083 3.545 5.904
C 6.638 -3.000 -1.087
H -1.933 3.175 3.269
C -0.573 -4.375 -1.651
C -1.096 1.023 -4.189
C -2.866 0.147 -2.509
H -2.156 0.450 3.419
C 2.329 -1.530 -2.732
C 3.594 1.557 3.270
O -4.848 -3.905 -0.585
H -6.987 -2.937 -2.051
O 3.920 -2.383 -4.256
C -1.519 -0.024 -3.220
H 0.071 0.039 -1.437
C -5.950 -2.639 -2.168
H 6.293 -2.516 0.006
C -1.814 -0.384 3.964
H 2.366 -0.456 -2.863
H -3.277 -5.869 1.482
H 1.138 0.639 5.449
H -1.079 -5.105 -1.074
H -2.691 -1.121 4.163
H 5.094 0.152 4.528
C -4.071 -4.344 0.547
C -3.755 4.267 5.192
H -2.350 0.825 -0.786
H -0.137 -6.848 -3.351
H -4.494 -3.926 1.455
C 0.324 -0.232 -0.425
H 7.274 -3.754 -0.794
O 3.769 2.154 -2.189
H 1.501 -1.720 -3.204
C 0.661 5.428 0.568
C 0.993 5.852 -0.894
H 0.265 5.559 -1.682
H -3.501 -6.206 -0.562
C 2.641 3.057 -2.283
C 1.938 3.258 -0.982
H 1.453 -0.071 -0.117
H 7.412 -2.411 -1.527
C -0.862 -0.260 5.042
H -3.315 2.312 2.951
H 1.788 -1.533 -1.649
O 1.875 -4.797 -1.702

---

Record 9
The following is a quantum chemistry calculation of a structure of composition C8H7N3, from the OMol25 dataset.

Values from the calculation:
Total charge: 0
Energy relative to the best compared isomer or geometry (same formula, charge and spin): 2.516 eV
M: 145.16 g/mol
Highest occupied orbital energy: -8.10 eV
Multiplicity: 1
Energy: -12877.424 eV

CARTESIAN COORDINATES (ANGSTROEM)
H 0.380 1.668 1.679
C 0.188 -0.297 -0.067
C 1.807 -1.594 0.878
H 0.114 -3.562 -1.294
H -1.477 -1.255 -1.441
C 1.393 -2.636 0.172
C -1.612 2.727 -0.768
C -0.501 0.921 -0.175
N -1.359 1.415 -1.196
C 0.360 -2.592 -0.695
H -2.333 3.422 -1.391
H 2.676 -1.616 1.779
N 1.191 -0.455 0.730
C -0.273 -1.376 -0.864
H 1.825 -3.608 0.257
H -1.048 3.888 1.109
C -1.038 3.029 0.497
N -0.293 1.919 0.790

---

Record 10
The following is a quantum chemistry calculation of the ion C3H8FS2 with charge +1, from the OMol25 dataset.

Values from the calculation:
Total charge: +1
M: 127.23 g/mol
Highest occupied orbital energy: -13.60 eV
Multiplicity: 1
Energy: -27620.003 eV

CARTESIAN COORDINATES (ANGSTROEM)
S -1.533 0.161 1.449
H -1.255 1.375 -0.437
S 2.084 0.229 0.960
H 1.863 0.474 -1.465
C 1.194 0.513 -0.608
H 1.996 -1.110 0.942
H 0.864 1.550 -0.515
H -0.138 -0.800 -1.775
C -1.304 0.281 -0.326
H 0.121 -1.292 -0.130
H -0.226 0.465 1.751
H -2.231 -0.055 -0.795
F -1.416 -1.377 1.712
C -0.019 -0.413 -0.763

---

Record 11
The following is a quantum chemistry calculation of a structure of composition H35O18, from the OMol25 dataset.

Values from the calculation:
Total charge: -1
Energy relative to the best compared isomer or geometry (same formula, charge and spin): 1.549 eV
M: 323.26 g/mol
Highest occupied orbital energy: -6.54 eV
Multiplicity: 1
Energy: -37424.347 eV

CARTESIAN COORDINATES (ANGSTROEM)
H -0.660 -2.412 0.884
O 1.350 -4.951 2.876
H 1.292 -3.999 2.908
H 0.847 -3.845 -0.604
H 5.062 0.442 1.180
H -1.396 4.199 -0.698
O 4.014 1.618 -1.333
O 0.445 -1.838 3.716
O -0.167 -3.494 1.208
H -0.679 1.891 0.790
O -1.785 3.263 2.512
O 0.278 -4.116 -1.335
O 3.472 -0.669 2.364
H 3.306 1.065 -1.674
H -0.899 2.128 -2.634
O 2.007 2.711 -2.400
O -0.051 1.476 1.358
O -2.809 -2.425 -0.964
O -3.632 -0.317 -4.932
O -3.743 0.331 -0.188
H -2.528 -1.618 -0.455
H -0.547 -4.134 0.612
H -0.861 -0.771 1.233
O -0.875 -1.319 0.451
O 5.517 -0.126 0.538
H 1.135 -1.776 0.751
H 2.923 0.097 2.503
H -1.216 4.017 2.347
H 2.050 3.525 -1.889
O -0.772 2.987 -3.043
H 6.222 0.501 0.333
H -3.021 -2.809 -0.095
H -3.913 0.595 -4.851
H -4.602 -0.071 -0.015
H -3.522 1.793 -1.542
H -3.466 0.639 0.682
O 1.651 -1.015 0.469
H 3.462 -0.681 1.396
H 0.766 -5.314 2.226
H -0.195 0.528 1.176
H -2.842 -0.451 -4.430
O -0.935 4.104 0.130
O -3.454 2.703 -1.236
H -3.828 2.600 -0.371
H -0.392 -3.430 -1.256
H 2.862 2.677 -2.836
H 1.028 -1.463 3.041
H 1.312 -0.944 -0.428
H -0.030 -2.498 3.186
H 0.121 3.009 -3.399
H 4.679 0.943 -1.125
H -1.337 2.508 2.069
H -1.645 4.137 0.795

---

Record 12
The following is a quantum chemistry calculation of the molecule C4H4N2, from the OMol25 dataset.

Values from the calculation:
Total charge: 0
SMILES: C#C[C@H](N)C#N
Energy relative to the best compared isomer or geometry (same formula, charge and spin): 2.412 eV
M: 80.09 g/mol
Highest occupied orbital energy: -10.33 eV
Multiplicity: 1
Energy: -7190.277 eV

CARTESIAN COORDINATES (ANGSTROEM)
H -0.758 -0.868 -1.313
N -1.230 2.573 -0.417
C -0.938 1.508 -0.075
H -0.719 -1.783 0.020
H 3.067 -0.602 -0.157
C -0.505 0.177 0.409
N -1.106 -0.918 -0.357
C 2.096 -0.251 0.102
H -0.870 0.097 1.441
C 0.962 0.066 0.347

---

Record 13
The following is a quantum chemistry calculation of a structure of composition C14H10Cl5N4PdS, from the OMol25 dataset.

Values from the calculation:
Total charge: +3
Energy relative to the best compared isomer or geometry (same formula, charge and spin): 0.000 eV
M: 550.01 g/mol
Highest occupied orbital energy (spin up / spin down): -18.23 / -18.52 eV
Multiplicity: 5
Energy: -97527.169 eV

CARTESIAN COORDINATES (ANGSTROEM)
C -1.711 -1.781 2.803
H -1.345 2.228 2.729
H 2.354 3.624 0.687
C 1.337 3.496 0.304
C -0.878 -2.800 2.980
C 3.439 0.715 -1.827
H 1.276 3.941 -0.695
H 4.943 2.073 -2.162
N 1.617 1.136 -0.376
N 0.678 -2.166 1.290
N 4.547 1.166 -2.371
C 0.948 2.053 0.248
Cl -1.027 -0.326 1.750
H -2.620 -1.584 3.356
C -1.802 -0.733 0.211
H 1.041 -3.838 2.418
S 2.890 -0.856 -2.219
C -1.101 1.685 1.822
Cl -3.690 -1.935 -3.676
H -1.113 -3.581 3.696
Cl -4.151 0.021 1.312
H 3.052 2.509 -0.908
Cl -0.610 -2.082 -3.265
Pd 1.194 -1.218 -0.652
Cl -5.434 -0.860 -1.344
H 5.066 0.584 -3.015
C -0.947 -1.105 -0.811
H 0.673 4.051 0.959
C -0.234 1.543 0.904
N 2.750 1.548 -1.015
C -2.982 -1.451 -2.218
C -1.599 -1.508 -2.034
C 0.407 -2.972 2.189
C -3.185 -0.596 0.101
C -3.783 -0.980 -1.169